The following is a quantum chemistry calculation of C12H4Cl8NO2PbSi as an isolated structure, from OMol25.

## Properties
- Net charge: +1
- F_max: 5.33 eV Å⁻¹
- Highest occupied orbital energy: -12.51 eV

Each line ends with the Mulliken charge.
CARTESIAN COORDINATES (ANGSTROEM)
Pb 6.784464 10.721705 7.884585  1.189
O 4.747985 7.526564 9.984952  -0.612
C 5.437095 8.358191 9.328062  0.501
O 5.741759 9.569464 9.600289  -0.593
C 5.909968 7.653748 8.092643  0.705
C 5.751757 6.273846 7.905403  -0.657
C 6.133158 5.720920 6.674456  -0.216
C 6.537388 6.571211 5.660833  -0.623
C 6.763040 7.893862 5.955539  -0.114
N 6.583748 8.395699 7.194574  -0.136
H 5.632335 5.651193 8.733124  0.480
H 6.123926 4.630475 6.538771  0.421
H 6.801595 6.249370 4.623570  0.352
H 7.351048 8.536904 5.249528  0.264
Cl 10.058237 9.963841 5.257091  -0.158
Si 9.442247 10.470311 7.153724  0.528
Cl 10.294913 9.123407 8.429174  -0.156
Cl 10.642719 12.233035 7.595015  -0.214
Cl 4.418490 10.981947 5.348148  -0.134
C 4.634353 12.499464 6.240997  0.378
C 5.064086 12.373643 7.584514  -0.446
C 5.190620 13.506298 8.331472  0.427
Cl 5.965454 13.478933 9.834201  -0.155
C 4.911912 14.789633 7.776687  -0.051
Cl 4.788897 16.163537 8.769922  -0.129
C 4.766093 14.880964 6.382754  0.425
Cl 4.888950 16.460481 5.652602  -0.122
C 4.576911 13.735971 5.623104  -0.026
Cl 4.423970 13.741585 3.883197  -0.128

Force components x, y, z for each atom (eV/Å):
-2.0334 -0.6355 0.5433
1.3910 3.3050 -0.5412
-1.9971 -4.6575 1.6650
0.9183 1.3095 -0.9783
1.2448 0.4815 -0.7878
1.5075 0.8024 -1.5867
-0.4729 -0.1759 0.6911
0.4314 -0.0693 -1.5222
1.8054 0.9366 -0.1620
-1.5965 0.3994 -0.6502
-1.0163 -0.6978 1.1476
-0.0866 0.6034 0.0109
-0.3581 0.0407 1.1713
-0.9454 -0.5773 0.5375
-1.0679 0.1776 0.6347
3.1293 1.3102 0.5871
-0.8751 0.0461 -0.2284
-1.8167 -1.3770 -0.4473
0.3113 0.8466 0.4583
0.6427 -1.3615 0.4596
0.8694 -0.6183 -1.4629
0.2425 1.2290 -0.3622
0.3345 -0.4365 0.9777
-0.3549 -0.8466 -0.5780
0.2639 0.0275 0.0060
0.0369 1.4037 0.6396
-0.3201 -0.9711 0.1673
-0.0944 -0.9503 -1.2334
-0.0932 0.4554 0.8433

The following is a quantum chemistry calculation of a 14-piece molecular cluster, C12H52O14 overall, from OMol25.

## Properties
- Energy relative to the best compared isomer or geometry (same formula, charge and spin): 259.9 kJ/mol
- F_max: 2.56 eV Å⁻¹
- Highest occupied orbital energy: -9.51 eV

Each line ends with the Mulliken charge.
CARTESIAN COORDINATES (ANGSTROEM)
O -1.366419 2.486767 -4.520271  -0.647
H -1.984484 2.487703 -3.780080  0.287
H -1.883045 2.189161 -5.277073  0.288
O -3.906091 -1.250608 -0.352932  -0.672
H -4.380525 -1.724198 -1.045928  0.278
H -3.140253 -0.839214 -0.802195  0.344
O -1.361755 -2.013234 3.476463  -0.660
H -1.792322 -2.711590 3.983169  0.284
H -1.846532 -1.977502 2.639793  0.266
O -2.206889 4.883843 -1.952176  -0.596
H -2.654321 4.044741 -1.781479  0.345
H -2.852477 5.563973 -1.729776  0.292
O -2.109268 -2.201149 -3.047106  -0.650
H -2.393894 -1.899600 -3.916275  0.274
H -2.263056 -1.444673 -2.457461  0.251
O 0.627591 -0.026746 3.515325  -0.674
H -0.114175 -0.672528 3.516072  0.449
H 1.146578 -0.260855 2.726035  0.217
O 2.786976 -0.453472 1.810100  -0.560
H 2.947109 -0.164155 0.902804  0.243
H 3.657276 -0.699867 2.144038  0.228
O -3.637905 2.363237 -0.953479  -0.581
H -3.915198 2.950944 -0.237652  0.265
H -4.462114 2.028384 -1.333350  0.248
C -3.222876 2.927648 3.644488  -1.342
C -2.199900 1.827296 3.345140  0.830
O -1.380276 1.641403 4.491539  -0.553
H -2.711147 3.706930 4.207753  0.345
H -4.034308 2.506298 4.235674  0.348
H -3.540849 3.404323 2.716905  0.278
H -1.576854 2.262946 2.545651  -0.443
H -2.559054 0.833331 3.061207  0.204
H -0.765482 0.916056 4.270342  0.338
C -0.077576 -0.825585 -0.352042  -0.521
C -0.759585 0.497894 -0.539717  0.349
O -1.802158 0.333903 -1.504911  -0.107
H 0.767703 -0.828618 0.342877  -0.374
H 0.426941 -1.129638 -1.276499  0.416
H -0.719145 -1.633000 -0.000927  0.478
H -0.187928 1.424337 -0.646477  -0.083
H -1.278268 0.767437 0.400328  0.076
H -2.319605 1.160394 -1.481959  0.064
C 1.977499 0.414891 -4.210308  -0.908
C 2.004166 1.406986 -3.064960  0.276
O 1.280274 2.581737 -3.407934  -0.500
H 2.365296 0.849387 -5.128811  0.351
H 0.991294 -0.008675 -4.413029  0.304
H 2.597840 -0.435046 -3.897974  0.108
H 3.043953 1.690137 -2.909473  0.406
H 1.576552 0.998401 -2.145274  -0.263
H 0.348025 2.407646 -3.599266  0.282
C 1.191869 3.523427 2.521041  -0.928
C 0.695665 3.771121 1.118365  0.458
O 1.152274 5.091562 0.713452  -0.600
H 0.823033 4.314405 3.171756  0.312
H 2.276176 3.439928 2.523607  0.360
H 0.733268 2.604337 2.896903  0.120
H -0.398912 3.878269 1.120176  0.165
H 0.928538 2.984575 0.396875  -0.150
H 1.156402 5.055248 -0.253350  0.328
C 1.900968 -4.448111 2.363160  -1.388
C 0.857880 -4.024767 1.345929  0.945
O 0.604352 -5.091783 0.453632  -0.589
H 2.853711 -4.648680 1.871624  0.247
H 1.623038 -5.395590 2.833867  0.370
H 1.979049 -3.709561 3.159401  0.325
H 1.264564 -3.151733 0.822255  -0.338
H 0.002764 -3.660545 1.925718  0.145
H -0.068886 -4.786133 -0.165419  0.336
C 3.855266 -4.501092 -1.044604  -1.113
C 2.720093 -3.853738 -1.829685  0.232
O 3.240348 -2.753984 -2.583532  -0.519
H 4.752807 -4.730747 -1.620215  0.364
H 3.537454 -5.489787 -0.695178  0.346
H 4.141060 -3.901331 -0.181333  0.208
H 1.955790 -3.468713 -1.145789  -0.152
H 2.188042 -4.581640 -2.450138  0.349
H 2.894042 -2.823120 -3.477430  0.291

Force components x, y, z for each atom (eV/Å):
-0.2733 -0.1153 0.1247
0.0290 0.1085 -0.1109
0.1367 0.0178 0.0245
0.1822 0.1504 -0.2341
0.1146 -0.0583 0.1049
-0.3396 -0.0217 0.3135
-0.3427 -0.1645 -0.3328
0.0964 0.1285 0.0513
0.0194 0.0015 0.1599
-0.0987 -0.0978 0.0288
-0.0180 0.1110 0.0387
0.0991 -0.0436 -0.0446
-0.2627 0.0973 0.1381
0.0737 -0.0150 0.0662
0.3853 -0.0913 -0.3488
-0.6897 -0.6723 -0.3529
0.7359 0.1224 0.0931
0.1159 0.2321 0.4063
0.2328 -0.0309 -0.4313
-0.0060 -0.0144 0.1050
-0.1410 0.0119 0.1029
-0.3536 0.3098 -0.1901
0.1504 -0.1971 0.0392
0.1135 -0.0163 0.1429
0.3556 -0.8558 0.0643
0.9839 0.8864 0.1633
-0.1648 -0.2691 0.0599
0.0099 -0.0961 0.1709
-0.2533 0.3860 -0.0860
-0.4257 -0.2127 0.0166
0.0217 -0.5307 -0.1851
-0.6008 0.3453 -0.3609
0.0114 0.7358 0.2085
1.5999 -0.2228 -0.4867
-1.4338 0.3043 2.1016
0.1224 0.5203 -0.6375
-0.2827 0.5299 0.2758
-0.4191 -0.1684 -0.1659
-0.3779 0.1936 -0.2330
0.6051 -0.5365 -0.9834
0.0789 -0.3750 0.0938
0.0680 -0.4263 0.1164
0.1685 -0.9100 0.4906
-0.9079 0.3142 -0.8443
0.3953 0.5722 0.3626
0.0861 0.0747 0.0446
-0.1462 0.2671 0.0910
0.0834 0.0469 -0.3021
-0.0780 0.2368 0.2606
0.2693 -0.3091 0.0552
0.2765 -0.3033 -0.1699
-0.5623 -0.5655 -0.3098
-0.8278 1.4894 0.2991
0.2895 -1.1144 -0.6404
0.3285 0.1724 -0.0029
0.0193 0.0877 0.2411
0.2922 -0.0942 0.0520
-0.0363 -0.4790 0.1259
0.4717 0.1150 0.0218
0.0334 0.3884 0.1861
-0.0873 -0.7313 -0.1191
0.7948 0.5374 0.7787
-0.3975 0.2028 0.0262
0.1123 0.2899 0.1235
-0.1971 0.0684 -0.0196
0.2364 0.1357 -0.1412
-0.1160 0.0041 -0.1670
-0.4113 -0.3271 -0.3798
0.0548 -0.1846 -0.0433
-0.2966 -0.7413 0.1538
0.2672 0.0909 0.3110
-0.2211 -0.1468 -0.2646
-0.1194 0.4478 -0.3526
-0.1999 0.2345 0.2772
0.0241 0.0479 -0.0303
0.1774 -0.0502 0.0425
0.3162 0.0390 -0.2076
0.0494 0.1329 0.0235

The following is a quantum chemistry calculation of C12H6BrF5NSTi as an isolated structure, from OMol25.

## Properties
- Net charge: +2
- Multiplicity: 2
- F_max: 3.43 eV Å⁻¹
- Highest occupied orbital energy (spin up / spin down): -17.13 / -17.18 eV

Each line ends with the Mulliken spin population.
CARTESIAN COORDINATES (ANGSTROEM)
Ti -1.975708 -1.612296 -0.837973  -0.016
F 4.425267 -1.935267 0.623857  0.036
C 3.088421 -2.031042 0.816060  0.203
C 2.256974 -2.023685 -0.319334  0.060
F 2.810229 -1.683648 -1.457935  0.011
C 0.891348 -2.264289 -0.175302  0.023
F -0.061617 -2.388929 -1.257467  0.002
C 0.343979 -2.316129 1.111739  0.083
S -1.418036 -2.473498 1.175639  0.412
C 1.155430 -2.300038 2.255305  0.124
F 0.619330 -2.443891 3.467990  0.024
C 2.558723 -2.149803 2.143561  -0.038
F 3.390936 -2.223703 3.202990  -0.006
C -0.045940 3.892837 -1.022417  -0.001
C -0.781402 2.547970 -0.859302  0.012
C -2.099974 2.550511 -0.257130  -0.006
C -2.758633 1.337192 0.036931  0.026
C -2.209991 0.219091 -0.538768  0.009
Br -3.853139 -2.991366 -1.530649  0.035
N -0.989885 0.236387 -1.131457  -0.001
C -0.215643 1.352939 -1.227890  0.005
H -0.581021 4.525185 -1.753099  0.001
H 0.954291 3.686690 -1.346441  0.000
H -0.002952 4.402396 -0.073817  0.001
H -2.543676 3.503287 0.058720  0.000
H -3.771075 1.328136 0.453666  0.000
H 0.813766 1.254972 -1.557477  0.000

Force components x, y, z for each atom (eV/Å):
-0.6903 -1.3810 -3.0606
-2.7871 -0.0704 0.3838
2.0637 -0.0758 1.9278
-1.3986 0.3006 -1.5178
-0.2116 -0.5181 0.0717
0.6770 0.3326 -0.6222
2.3307 0.1812 1.3214
-2.8242 -0.5318 -0.9624
1.7675 -0.4262 2.3813
1.5574 -0.0122 2.0566
0.4278 0.1925 -1.5102
0.5122 -0.5110 -0.1207
-1.5574 0.2772 -1.7727
-1.0161 -1.2461 -0.2323
-1.2503 1.9527 0.8565
0.7984 -0.9060 0.1835
-0.9175 1.9109 -0.8940
1.4886 1.7943 0.0694
1.5398 1.3205 0.5963
-0.9208 -0.9515 0.8583
-0.9034 -1.3303 0.0255
0.3016 -0.2802 0.2914
0.5452 0.1693 -0.3465
-0.0752 0.2498 0.3208
0.2259 -0.4162 -0.1896
0.5607 0.0044 0.1596
-0.2439 -0.0293 -0.2751

The following is a quantum chemistry calculation of C12H6F6IN2O5S3V as an isolated structure, from OMol25.

## Properties
- Energy relative to the best compared isomer or geometry (same formula, charge and spin): 171.7 kJ/mol
- Net charge: -1
- Multiplicity: 4
- F_max: 5.29 eV Å⁻¹
- Highest occupied orbital energy (spin up / spin down): -4.27 / -4.53 eV

Each line ends with the Mulliken spin population.
CARTESIAN COORDINATES (ANGSTROEM)
V 1.514489 0.312378 -0.576197  1.904
F 2.057289 2.357478 4.126903  0.000
C 2.815789 1.645378 3.279203  0.040
F 3.888989 2.398678 2.989503  0.000
F 3.264589 0.580878 3.958203  -0.001
S 1.872489 1.160278 1.710403  -0.012
O 1.748589 2.432978 1.078503  0.034
O 0.734889 0.481578 2.230003  0.053
N 2.956889 0.207478 1.088203  -0.036
S 3.796389 0.760378 -0.106597  0.136
O 3.052189 1.556978 -1.028397  0.037
O 5.107089 1.201278 0.230603  0.007
C 4.062589 -0.873222 -1.026197  -0.008
F 3.404789 -1.897622 -0.459997  0.011
F 5.357489 -1.211422 -1.050797  0.001
F 3.652289 -0.799422 -2.300597  0.007
I -0.525311 3.112278 -1.117197  0.024
C -2.054811 1.706778 -0.616897  0.020
C -3.313011 1.942478 -0.997097  0.000
C -4.440011 1.109878 -0.644397  0.003
C -4.412111 -0.193722 -0.339397  -0.002
C -3.236311 -1.051322 -0.374497  0.010
C -3.406011 -2.425922 -0.589297  -0.027
C -2.318811 -3.279822 -0.685997  0.017
C -1.029611 -2.796522 -0.612197  -0.009
C -0.807711 -1.418022 -0.424097  -0.027
C -1.937311 -0.579022 -0.242597  -0.064
H -3.512611 2.840178 -1.557997  0.001
H -5.393611 1.617678 -0.669997  0.000
H -5.344811 -0.704922 -0.142097  0.000
H -4.411611 -2.814322 -0.676197  -0.002
H -2.490211 -4.340222 -0.814997  0.000
H -0.168311 -3.442322 -0.689797  0.000
S 0.761689 0.504878 -2.714597  0.972
O -1.616711 0.717478 0.169903  0.015
N 0.370389 -0.819522 -0.403297  -0.106

Force components x, y, z for each atom (eV/Å):
-2.2252 0.5196 -1.9031
-0.1866 -0.1158 -0.3682
0.1895 0.0841 0.2504
-0.1726 -0.1031 -0.2753
-0.1697 -0.1847 -0.1976
-0.3324 1.5703 4.4805
-0.0799 0.6859 -0.4785
0.0406 -0.3444 0.1497
-0.2237 -0.5289 -0.5164
5.0851 -1.4565 0.0458
-0.0644 1.6455 -1.1933
0.0550 0.2079 0.1933
0.1208 -1.1376 -0.6289
0.2518 0.3381 0.0838
-0.0117 0.3573 0.2169
0.3434 0.3422 0.5304
-0.8403 0.2351 0.3281
0.3235 0.9774 -0.5209
0.3764 -0.0350 0.0734
-0.1722 -0.2245 0.1375
-0.1102 0.2547 0.0055
0.2471 -0.1158 0.0807
0.1283 0.1025 0.0176
-0.2510 -0.1042 0.0672
0.2334 0.6563 0.0544
-2.1433 -0.5320 -0.0341
0.4658 -0.6689 -0.1422
0.0738 0.0644 -0.1171
-0.2093 -0.0463 0.0268
-0.1308 0.0243 0.0390
-0.0662 -0.0187 -0.0126
0.0090 -0.0500 -0.0508
0.0642 -0.0688 -0.0518
-0.1942 -0.2286 -0.9617
-0.6015 -0.2175 0.0854
0.1773 -1.8840 0.5863